248
Properties=species:S:1:pos:R:3:forces:R:3:lowdin_charge:R:1 method="wB97M-V/def2-TZVPD" homo_lumo_gap_ev=9.848
Br -3.121511 6.421157 7.564348 -0.1 -0.2 -0.1 0.60
C -2.741172 4.603386 8.177966 -0.2 0.1 0.0 -0.68
C -3.298221 3.557741 7.254845 1.0 -1.8 1.0 -0.77
Br -5.162689 3.577776 7.234410 -2.1 0.2 0.0 0.73
H -3.287431 4.460892 9.102925 0.6 0.4 0.5 0.05
H -1.649871 4.619596 8.235230 -0.3 -0.5 0.3 0.05
H -3.147458 2.477680 7.653570 0.7 1.9 -0.8 0.09
H -2.978960 3.736196 6.255528 0.5 -0.4 -0.8 0.01
Br -0.045434 4.067292 4.897383 -0.2 -0.4 -0.5 0.68
C 0.159153 2.202571 5.579043 0.8 1.4 0.0 -0.66
C -0.916138 1.274204 5.178586 0.0 -1.0 -1.6 -0.69
Br -0.533937 -0.382684 6.127032 0.2 -0.4 0.0 0.63
H 0.050214 2.503147 6.581194 0.1 -0.4 1.5 0.01
H 1.204393 1.899022 5.406330 -0.7 0.0 -0.3 0.04
H -0.880535 1.042735 4.071405 -0.3 0.2 1.3 0.07
H -1.909678 1.490831 5.560117 0.1 0.5 -0.5 0.01
Br 1.925173 -10.611657 2.977919 0.0 -0.3 0.0 0.63
C 1.948590 -9.402929 4.482968 0.0 0.0 0.2 -0.71
C 1.709785 -8.006873 3.949540 2.3 -0.6 0.9 -0.68
Br 2.397291 -6.742380 5.271590 -0.2 0.2 0.1 0.67
H 2.859385 -9.558845 5.071659 0.1 0.4 -0.7 0.06
H 1.171712 -9.717697 5.131989 -0.9 -0.3 0.5 0.04
H 0.718293 -7.733082 3.745888 -1.3 0.1 -0.3 -0.03
H 2.380038 -7.891268 3.124588 0.0 0.4 -0.7 0.03
Br -1.139915 -0.655694 -7.515319 -0.6 -1.0 0.1 0.67
C 0.135432 0.712491 -7.853583 0.4 0.7 -0.4 -0.73
C 1.093143 0.805480 -6.662852 0.2 -0.4 -1.0 -0.71
Br 1.797887 2.582817 -6.638065 0.4 0.7 0.0 0.72
H -0.494233 1.616521 -8.025898 0.9 -0.6 0.3 0.05
H 0.691035 0.458469 -8.775416 -0.4 0.2 0.5 0.05
H 1.920762 0.069089 -6.709316 -0.6 0.5 -0.1 0.04
H 0.596267 0.697034 -5.732014 -0.6 -0.1 0.7 0.02
Br -1.972883 2.892253 -2.766147 0.2 -0.1 0.0 0.59
C -0.650025 3.985937 -1.814873 -0.8 -0.1 0.9 -0.66
C -0.887160 5.458361 -2.063644 -0.6 0.5 0.1 -0.71
Br -0.983638 5.950378 -3.927126 0.2 0.0 -0.5 0.61
H 0.361467 3.717997 -2.117652 -0.3 -0.2 -0.1 0.02
H -0.831722 3.686780 -0.745662 0.5 0.6 -1.0 0.05
H -0.064206 6.037143 -1.703349 0.7 0.1 0.4 0.01
H -1.783224 5.950361 -1.668437 0.0 -0.8 0.2 0.03
Br -1.621021 -6.159350 3.651565 0.0 0.3 0.2 0.66
C -2.119925 -5.629807 5.503790 2.1 -2.1 0.2 -0.65
C -2.394310 -4.195549 5.596145 -0.8 2.3 0.1 -0.73
Br -3.169762 -3.854804 7.344497 -0.3 0.0 0.5 0.67
H -1.178402 -5.783882 6.078065 -0.5 -0.2 -0.4 0.05
H -2.783481 -6.462018 5.822687 -0.3 1.4 -0.2 0.07
H -3.092519 -3.710357 4.898851 0.2 -0.7 0.0 0.01
H -1.510198 -3.532052 5.644029 -0.1 -0.8 -0.4 0.01
Br -4.466250 6.336717 3.178748 0.7 0.6 -0.4 0.67
C -5.666305 5.034152 3.916218 0.4 -0.9 0.4 -0.77
C -6.866963 5.786315 4.408171 -0.5 -1.6 0.1 -0.62
Br -8.189872 4.289887 4.755850 0.3 0.9 0.1 0.56
H -5.098326 4.568893 4.773140 -0.8 0.2 -1.3 0.00
H -5.951254 4.342406 3.073957 0.5 0.5 1.2 0.01
H -7.287779 6.344326 3.602216 -0.5 0.5 -0.3 0.03
H -6.723577 6.371695 5.310563 0.0 -0.1 0.0 0.07
Br -4.795878 7.550940 -1.017578 -0.3 0.4 -0.2 0.61
C -4.914057 5.619851 -0.708934 0.2 1.1 0.9 -0.70
C -6.187375 5.304610 0.030037 -1.2 -0.5 -1.7 -0.66
Br -6.207316 3.380356 0.420862 0.0 0.1 0.2 0.66
H -4.043221 5.567602 -0.056940 0.0 -1.0 -0.3 0.02
H -4.858457 5.176598 -1.693100 0.3 -0.4 0.1 0.05
H -7.068017 5.416918 -0.666952 0.9 0.2 0.9 0.08
H -6.341548 5.840939 0.951833 0.1 0.1 0.1 0.01
Br 1.345012 -8.776685 -0.384990 -0.4 0.8 0.2 0.57
C 0.300628 -7.091631 -0.079793 -0.4 -1.4 -0.1 -0.69
C 0.623714 -6.114815 -1.163375 -0.2 -0.8 -0.3 -0.70
Br -0.249915 -4.506299 -0.579108 -0.1 0.6 -0.5 0.79
H 0.602009 -6.660649 0.849994 0.5 -0.1 0.7 0.02
H -0.744776 -7.405198 0.042477 0.3 0.2 -0.5 0.06
H 0.222826 -6.383279 -2.157045 0.4 0.1 0.7 -0.02
H 1.712006 -6.048113 -1.146779 -0.2 0.7 -0.4 0.06
Br 4.442638 -6.145205 9.426756 -1.1 0.1 -0.2 0.58
C 2.596032 -5.488508 8.926590 1.7 0.3 -0.5 -0.61
C 2.862098 -4.437470 7.897392 -0.5 0.3 -0.7 -0.73
Br 1.156972 -3.637818 7.283658 0.3 -0.3 0.1 0.59
H 2.219762 -4.975635 9.771671 -0.5 -0.1 1.1 0.04
H 1.991505 -6.305696 8.584542 -0.1 -0.4 0.0 0.04
H 3.404075 -4.759084 7.025052 -0.1 -0.4 -0.4 -0.01
H 3.414158 -3.613821 8.293832 0.2 0.5 0.4 0.04
Br -6.252761 -0.290704 1.373977 0.4 0.3 0.2 0.64
C -8.082172 -0.664452 0.886753 1.1 0.4 -1.7 -0.71
C -8.586523 0.202316 -0.271725 0.0 -1.5 0.2 -0.66
Br -10.275784 -0.642764 -0.687545 -1.0 0.1 -0.2 0.70
H -8.661615 -0.496997 1.744317 -0.8 0.0 1.1 0.03
H -8.010201 -1.707997 0.591359 -0.5 0.1 0.1 -0.01
H -8.058767 0.101563 -1.209108 0.6 0.1 0.2 -0.02
H -8.794495 1.221427 -0.039549 0.1 0.6 0.3 0.04
Br -5.146161 -4.544297 2.764862 0.0 0.1 -0.5 0.64
C -4.256013 -4.932213 1.041516 1.6 -0.8 0.8 -0.67
C -5.139111 -5.920997 0.285591 -0.7 0.9 1.0 -0.73
Br -4.350147 -6.576843 -1.359339 0.0 0.1 0.2 0.65
H -3.279210 -5.390339 1.429827 -1.4 0.5 -1.0 0.01
H -4.040606 -3.986763 0.542238 -0.2 -0.1 0.1 0.02
H -6.110974 -5.424938 0.058581 0.8 -0.5 -0.1 0.04
H -5.333984 -6.735537 0.988278 0.0 -0.2 -0.6 0.05
Br -6.172884 0.843295 -6.734510 -0.2 0.1 -0.5 0.66
C -5.620315 1.420905 -5.002937 1.0 -2.0 1.0 -0.72
C -6.036327 0.338317 -3.990804 0.0 1.2 0.2 -0.69
Br -5.577893 1.020107 -2.247344 0.5 0.4 0.6 0.65
H -6.003732 2.358748 -4.706533 -0.8 0.9 -0.1 0.04
H -4.536578 1.508443 -4.973353 0.1 -0.1 -0.3 0.05
H -5.578227 -0.635338 -4.040322 0.2 -0.1 -0.5 -0.04
H -7.101547 0.274754 -3.902964 -0.6 -0.3 -0.4 0.04
Br 2.348010 0.338810 2.940151 0.0 0.6 -1.1 0.70
C 2.818174 0.573141 0.968700 -0.5 2.1 0.4 -0.49
C 1.537265 0.691033 0.132792 0.5 -1.9 1.6 -0.73
Br 1.733002 1.127145 -1.675608 0.8 0.2 -1.5 0.77
H 3.431430 -0.280040 0.825220 0.5 -0.6 -0.6 0.01
H 3.379939 1.539165 0.891483 -0.2 -1.0 0.3 0.07
H 0.944978 1.488237 0.496851 -0.8 0.5 0.8 0.01
H 1.047819 -0.288331 0.157390 -0.3 0.5 0.1 0.04
Br 4.029561 -0.852956 6.003055 0.0 -0.4 -0.1 0.60
C 4.182661 -2.106789 4.499473 -0.8 0.5 -0.6 -0.70
C 5.248170 -1.585249 3.574553 -0.2 -1.1 0.3 -0.71
Br 5.288908 -2.607906 1.907229 -0.2 0.3 0.2 0.63
H 3.197036 -2.121990 3.998668 0.6 0.0 0.5 -0.01
H 4.425556 -3.075755 4.876865 0.1 -0.5 0.4 0.05
H 6.209772 -1.713677 4.001004 0.9 -0.2 0.4 0.04
H 5.102032 -0.561956 3.399674 -0.3 1.3 -0.8 0.00
Br -3.975424 -0.615962 4.296377 -0.1 0.2 0.1 0.68
C -5.165168 -0.843974 5.845334 0.6 -0.6 -0.1 -0.64
C -6.464135 -1.398650 5.324443 -0.1 1.3 0.1 -0.74
Br -7.632853 -1.848298 6.776475 -0.4 -0.1 0.7 0.65
H -5.278098 0.084907 6.389905 0.0 0.2 -0.2 0.05
H -4.596974 -1.550451 6.441442 -0.3 -0.1 0.2 -0.02
H -6.339079 -2.319700 4.798797 0.1 -0.2 -0.7 0.01
H -6.976260 -0.594722 4.765824 0.2 -0.8 -0.1 0.06
Br -6.151373 -2.540464 -1.366777 0.8 0.2 0.5 0.77
C -7.103375 -3.549754 -2.661206 -1.4 -0.2 -0.1 -0.70
C -8.585616 -3.549827 -2.226205 1.6 -0.3 -1.4 -0.69
Br -9.611813 -4.063371 -3.790793 -0.2 -0.2 0.2 0.65
H -6.717053 -4.549936 -2.766865 0.2 -0.4 0.4 0.04
H -6.971985 -3.105978 -3.625365 0.0 0.6 -0.4 0.00
H -8.925827 -2.585856 -1.933165 -0.2 0.6 0.2 -0.05
H -8.674077 -4.252215 -1.436577 -0.6 -0.7 0.6 0.05
Br -4.612462 -2.605002 -5.687781 -0.1 -0.1 0.3 0.66
C -2.942715 -3.627043 -5.439072 -0.4 -0.2 0.2 -0.64
C -3.108532 -4.649331 -4.276895 0.1 0.0 -2.1 -0.67
Br -1.443028 -5.666541 -4.046487 -0.2 0.5 -0.1 0.66
H -2.220825 -2.844590 -5.120183 -0.2 -0.9 -0.8 0.02
H -2.878642 -4.017920 -6.469639 0.8 -0.1 0.9 0.05
H -3.819511 -5.466426 -4.491994 0.0 0.9 0.3 0.05
H -3.322839 -4.034097 -3.428032 -0.1 -0.3 0.9 0.02
C 2.434756 7.850760 -1.542105 -0.1 -0.6 -0.6 -0.06
C 2.984656 6.949156 -0.446434 0.6 -0.4 0.9 -0.21
O 2.074672 5.815558 -0.236133 1.0 1.5 -2.0 -0.17
P 1.766741 5.270688 1.144720 -0.1 -1.2 2.9 0.32
O 0.834382 4.164385 1.034221 -0.5 -1.4 0.0 -0.22
O 1.151506 6.444310 2.003878 0.6 0.2 0.2 -0.16
C -0.245965 6.628156 1.974985 -1.7 0.0 -0.8 -0.30
C -0.572533 8.088143 2.115742 -0.9 -0.1 -0.7 -0.06
O 3.152386 5.012266 1.916372 -0.9 1.4 -2.9 -0.17
C 3.305404 4.329232 3.104618 -0.8 -0.9 2.3 -0.33
C 4.469473 4.931044 3.852665 2.4 -1.5 0.0 -0.07
H 1.546383 8.386035 -1.175544 0.3 -0.1 0.0 0.08
H 3.164533 8.576169 -1.917636 0.0 -0.1 0.4 0.08
H 2.114232 7.271428 -2.426945 0.2 0.1 0.4 0.08
H 3.972642 6.423247 -0.515250 -0.7 1.0 -0.7 0.14
H 3.029417 7.531531 0.488053 0.0 -0.2 -0.2 0.12
H -0.775624 6.135245 1.097860 1.1 0.8 0.5 0.13
H -0.732930 6.144300 2.797933 0.2 -0.7 0.8 0.07
H -0.208102 8.674767 1.289033 0.5 0.3 -0.2 0.07
H -1.663645 8.173800 2.028626 0.1 0.1 0.4 0.07
H -0.240563 8.492044 3.061667 0.1 0.1 0.2 0.08
H 2.425716 4.409106 3.772519 0.1 0.2 -0.6 0.05
H 3.377905 3.234004 2.908265 0.4 0.7 0.1 0.10
H 5.419483 4.781306 3.216365 -1.2 0.0 1.1 0.10
H 4.459099 5.997562 4.036932 -0.7 0.2 -0.1 0.07
H 4.585553 4.420177 4.859564 0.0 0.5 -1.2 0.10
C 9.603762 -2.251458 -1.698358 -1.6 0.2 0.4 -0.06
C 9.707833 -0.907234 -2.352975 0.1 0.6 -0.7 -0.25
O 9.196619 0.175318 -1.532799 -0.3 -0.1 0.6 -0.17
P 8.603385 1.478302 -2.180501 2.0 0.8 -1.4 0.38
O 7.729361 2.264178 -1.335799 -0.3 0.4 1.0 -0.21
O 9.900678 2.282398 -2.767032 -1.0 -2.5 1.1 -0.18
C 9.757486 3.616302 -3.111506 -1.8 2.1 -1.4 -0.32
C 10.244081 3.831316 -4.550394 -0.5 -1.4 -0.8 -0.07
O 7.946619 1.064846 -3.565621 -0.9 -0.3 0.2 -0.18
C 6.512176 0.892923 -3.397343 -0.8 -1.5 -0.3 -0.20
C 6.140708 -0.430408 -2.649044 0.3 0.7 -0.2 -0.04
H 9.909847 -2.202224 -0.670666 0.3 0.1 0.6 0.07
H 8.511358 -2.476541 -1.698576 0.8 -0.5 0.1 0.08
H 10.201606 -3.028632 -2.179074 -0.3 0.2 -0.3 0.09
H 10.741825 -0.628762 -2.512285 0.2 -0.1 -0.6 0.12
H 9.057746 -0.877206 -3.239093 0.9 -0.2 -0.2 0.11
H 8.710729 4.039314 -3.045347 0.8 -0.9 0.2 0.13
H 10.311757 4.135962 -2.368600 0.7 1.0 0.3 0.11
H 11.276398 3.534183 -4.536459 0.8 0.4 -0.4 0.06
H 9.780790 3.075929 -5.259507 0.1 0.6 1.1 0.09
H 10.059708 4.790701 -5.060728 0.3 -0.1 0.8 0.08
H 6.149091 1.759656 -2.850835 -0.2 -0.1 -0.1 0.10
H 6.055994 0.826952 -4.402313 0.5 0.3 0.4 0.10
H 6.612357 -0.554612 -1.677287 -0.3 0.6 0.4 0.07
H 5.061084 -0.542612 -2.608389 -0.1 0.4 0.4 0.05
H 6.440037 -1.329906 -3.144811 0.5 -0.4 -1.1 0.07
C -2.896702 2.505607 1.995559 0.1 0.1 0.9 -0.06
C -2.958168 1.538237 0.811074 0.2 0.9 1.0 -0.29
O -1.847874 0.673482 0.840314 0.9 -0.4 -0.1 -0.16
P -1.909523 -0.896558 0.880125 1.5 0.5 -1.2 0.34
O -3.116479 -1.538367 1.358361 -1.4 -0.4 -0.1 -0.28
O -1.392528 -1.300950 -0.609164 -0.3 0.1 1.4 -0.19
C -2.380396 -1.264583 -1.621134 0.2 -0.1 -1.1 -0.30
C -1.722915 -1.426792 -2.953136 1.4 -0.7 -0.2 -0.06
O -0.646738 -1.191352 1.737330 1.0 -1.6 1.1 -0.21
C -0.453093 -2.577867 2.304071 -0.6 0.3 0.4 -0.22
C 1.009956 -2.992172 2.121009 -0.1 -0.2 1.8 -0.12
H -1.972206 3.162907 2.096677 -0.9 -1.1 -0.5 0.09
H -3.732360 3.179711 1.836295 -0.2 0.3 0.2 0.00
H -3.083217 1.994247 2.983835 0.3 0.4 -1.0 0.05
H -3.830733 0.918113 0.801017 -0.9 -0.1 0.3 0.03
H -2.967484 2.103578 -0.105421 0.3 0.1 -0.6 0.06
H -3.095174 -2.047533 -1.469541 -0.5 -0.6 0.2 0.08
H -2.923017 -0.358969 -1.676975 -0.6 1.4 0.6 0.06
H -2.431230 -1.575759 -3.741755 -0.8 0.1 -0.3 0.04
H -1.054387 -0.620913 -3.292377 -0.3 0.0 0.6 0.08
H -1.121363 -2.337878 -2.881742 0.1 0.0 -0.3 0.06
H -0.766207 -2.566687 3.376896 0.5 0.5 -0.7 0.11
H -1.198193 -3.272941 1.865201 0.6 0.4 -0.2 0.06
H 1.176337 -4.052001 2.530876 -0.3 1.4 -0.8 0.10
H 1.306674 -2.880303 1.099359 0.2 -0.3 -0.6 0.02
H 1.667186 -2.306547 2.701231 -0.6 -0.5 -0.3 0.00
C 5.952244 1.862023 -7.594716 -0.1 0.0 1.2 -0.05
C 4.855115 0.946606 -7.125255 -2.0 -0.5 1.2 -0.29
O 5.408955 -0.266067 -6.562551 0.9 0.5 -0.7 -0.18
P 4.558987 -1.477762 -6.080898 -0.6 0.1 -1.6 0.32
O 5.389059 -2.644653 -5.850175 0.0 -0.7 0.1 -0.20
O 3.735112 -0.880345 -4.911386 -1.1 -0.4 1.7 -0.17
C 3.190113 -1.800390 -3.919278 1.4 -1.2 1.7 -0.28
C 1.806689 -2.301015 -4.141182 -0.1 -1.9 -1.2 -0.07
O 3.337914 -1.597312 -7.160522 1.1 -0.8 -0.3 -0.23
C 3.627928 -2.275120 -8.422373 -0.4 -0.9 0.1 -0.24
C 2.510733 -1.968675 -9.430254 0.0 0.4 2.0 -0.06
H 5.530498 2.815182 -7.865590 -0.2 0.4 -0.1 0.08
H 6.590831 2.016648 -6.712702 0.1 0.1 -0.4 0.08
H 6.551009 1.515160 -8.417715 0.1 -0.5 -0.3 0.08
H 4.215218 1.361204 -6.287861 1.1 0.2 -0.9 0.07
H 4.068189 0.646098 -7.838478 0.7 0.2 -0.4 0.10
H 3.906627 -2.663684 -3.730344 -0.7 1.0 -0.7 0.14
H 3.173531 -1.285451 -2.970338 0.2 0.7 0.1 0.06
H 1.199159 -1.496164 -4.455952 -1.0 0.8 -0.3 0.05
H 1.809094 -3.070313 -4.945125 -0.2 0.5 0.3 0.09
H 1.345479 -2.815297 -3.272732 0.6 0.6 -0.2 0.08
H 4.598368 -1.980012 -8.827203 0.0 0.5 0.1 0.12
H 3.767598 -3.371600 -8.260068 -0.5 0.7 0.2 0.13
H 1.511275 -2.329310 -9.132058 0.5 0.0 0.1 0.08
H 2.445554 -0.886569 -9.516565 0.0 0.1 -0.3 0.06
H 2.798429 -2.408171 -10.340889 0.2 -0.4 -1.4 0.06